#a
# CH4SSi

The molecule CH4SSi (the ωB97M-V functional and the def2-TZVPD basis, OMol25).

Geometry as XYZ:
```
7
Properties=species:S:1:pos:R:3:lowdin_charge:R:1
Si 0.84 -0.42 0.08 0.61
C -0.81 0.55 -0.32 -0.71
S -2.35 -0.15 0.19 0.46
H 1.09 -0.65 1.44 -0.10
H 1.74 0.60 -0.23 -0.10
H 0.42 -1.51 -0.65 -0.09
H -0.93 1.58 -0.51 -0.06
```

The charge is 0. As for the structure (SMILES): [SiH3]C=S. Its HOMO energy is -8.7 eV.

#b
# CH4SSi

A cluster of 2 separate species, CH4SSi in total (the ωB97M-V functional and the def2-TZVPD basis, OMol25).

Geometry as XYZ:
```
7
Properties=species:S:1:pos:R:3:lowdin_charge:R:1
C -2.56 -1.64 1.93 -0.63
Si -0.10 -0.19 0.11 0.55
S -1.70 -2.86 1.84 0.63
H -0.38 -0.29 1.55 -0.14
H 0.23 1.13 -0.26 -0.15
H -1.22 -0.49 -0.84 -0.10
H 0.90 -1.11 0.01 -0.16
```

The charge is 0. Its HOMO energy is -11.0 eV.

Most stable to least stable, the ends of the list are #a and #b.

#a
# C5H9O3

A structure of composition C5H9O3 (the ωB97M-V functional and the def2-TZVPD basis, OMol25).

Geometry as XYZ:
```
17
Properties=species:S:1:pos:R:3:lowdin_charge:R:1
C 2.68 0.22 0.50 -0.13
O 3.33 -0.76 -0.77 -0.14
C 1.32 0.72 0.06 -0.23
C 0.36 -0.36 -0.42 -0.26
C -1.01 0.17 -0.67 -0.15
C -2.17 0.20 0.08 -0.64
O -2.12 -0.93 1.00 -0.07
O -3.14 0.97 0.11 -0.08
H 2.57 -0.43 1.38 0.12
H 3.48 0.93 0.75 0.11
H 1.55 1.40 -0.78 0.11
H 0.86 1.36 0.81 0.12
H 0.34 -1.11 0.39 0.11
H 0.80 -0.88 -1.27 0.09
H -1.11 0.96 -1.43 0.07
H 3.52 -0.70 0.17 -0.09
H -3.05 -1.10 1.21 0.06
```

The charge is -1. Its HOMO energy is -2.1 eV.

#b
# C5H9O3

A cluster of 2 separate species, C5H9O3 in total (the ωB97M-V functional and the def2-TZVPD basis, OMol25).

Geometry as XYZ:
```
17
Properties=species:S:1:pos:R:3:lowdin_charge:R:1
O -1.88 0.43 -0.79 -0.08
C -0.85 0.66 -0.11 -0.72
O -0.78 0.97 1.10 -0.07
C 0.50 0.43 -0.86 -0.12
C 1.62 0.00 0.12 -0.22
C 2.72 -0.64 -0.67 -0.21
C 2.74 -1.87 -1.19 -0.04
H 0.71 1.49 -1.12 0.11
H 0.44 -0.19 -1.74 0.09
H 1.16 -0.71 0.82 0.11
H 1.92 0.86 0.71 0.10
H 3.65 -0.08 -0.78 0.09
H 1.86 -2.51 -1.17 0.06
H 3.55 -2.22 -1.82 0.03
H -3.64 -0.28 1.08 0.01
H -2.44 0.45 1.70 -0.01
O -3.31 0.05 1.93 -0.13
```

The charge is -1. Its HOMO energy is -4.5 eV.

Most stable to least stable, the ends of the list are #b and #a.